(1)
ORCA calculation (ωB97M-V with the def2-TZVPD basis set) on the molecule C5H7NO.

CARTESIAN COORDINATES (ANGSTROEM)
C1 1.03 -1.11 -1.15
C2 -0.01 -0.81 -0.09
C3 0.62 -0.21 1.22
C4 -0.36 0.57 1.79
N1 -1.60 0.66 1.01
C5 -0.62 0.49 -0.02
O1 -0.35 1.54 -0.79
H1 1.66 -1.94 -0.81
H2 1.70 -0.26 -1.30
H3 0.58 -1.40 -2.11
H4 -0.72 -1.62 0.11
H5 0.26 1.26 -1.50
H6 -0.23 1.22 2.65
H7 -1.95 1.61 0.99

Its multiplicity is 1. The calculation puts the LUMO energy at 0.596 eV. The calculation puts the energy above the lowest of the compared OMol25 structures with the same formula, charge and spin at 451.9 kJ/mol. The value obtained for the total energy is -324.55233 hartree. The orbital gap is 0.310 hartree.

=====

(2)
ORCA calculation (ωB97M-V with the def2-TZVPD basis set) on the molecule C5H7NO at a distorted geometry.

CARTESIAN COORDINATES (ANGSTROEM)
C1 -1.65 0.49 0.40
C2 -0.70 -0.69 0.19
C3 0.66 -0.27 -0.35
C4 0.62 0.48 -1.61
N1 0.56 1.09 -2.59
C5 1.81 -0.06 0.53
O1 1.70 -1.22 -0.27
H1 -1.24 1.21 1.12
H2 -2.61 0.14 0.79
H3 -1.84 1.02 -0.54
H4 -0.51 -1.22 1.13
H5 -1.13 -1.41 -0.51
H6 2.60 0.63 0.24
H7 1.67 -0.21 1.60

Its multiplicity is 1. As for the SMILES: CC[C@@]1(C#N)CO1. The calculation puts the LUMO energy at 0.817 eV. The calculation puts the energy above the lowest of the compared OMol25 structures with the same formula, charge and spin at 162.9 kJ/mol. The value obtained for the total energy is -324.66243 hartree. The orbital gap is 0.439 hartree.

=====

(3)
ORCA calculation (ωB97M-V with the def2-TZVPD basis set) on a structure of composition C5H7NO.

CARTESIAN COORDINATES (ANGSTROEM)
C1 -1.47 0.39 0.34
C2 -0.55 -1.12 -0.37
N1 0.32 -1.39 0.80
C3 0.26 0.03 0.80
C4 1.12 0.58 -0.34
C5 0.48 -0.42 -1.30
O1 0.71 -0.69 -2.45
H1 -1.36 1.42 0.71
H2 -2.15 -0.16 1.00
H3 -1.95 0.49 -0.64
H4 1.24 -1.71 0.49
H5 0.22 0.49 1.78
H6 2.21 0.48 -0.19
H7 0.91 1.61 -0.63

Its multiplicity is 1. The calculation puts the LUMO energy at 0.374 eV. The calculation puts the energy above the lowest of the compared OMol25 structures with the same formula, charge and spin at 594.4 kJ/mol. The value obtained for the total energy is -324.49808 hartree. The orbital gap is 0.310 hartree.

=====

(4)
ORCA calculation (ωB97M-V with the def2-TZVPD basis set) on the molecule C5H7NO at a distorted geometry.

CARTESIAN COORDINATES (ANGSTROEM)
C1 -0.35 0.73 -1.18
N1 -0.41 -0.67 -1.10
C2 -1.67 0.37 0.50
C3 -0.64 -0.65 0.35
C4 0.76 0.20 0.69
C5 1.98 -0.33 0.50
O1 -1.38 1.27 -0.46
H1 -0.97 -1.21 -1.76
H2 -0.16 1.24 -2.12
H3 -2.08 0.79 1.40
H4 -0.74 -1.61 0.86
H5 0.63 0.86 1.54
H6 2.19 -0.98 -0.34
H7 2.82 -0.02 1.11

Its multiplicity is 1. The calculation puts the LUMO energy at 0.375 eV. The calculation puts the energy above the lowest of the compared OMol25 structures with the same formula, charge and spin at 533.0 kJ/mol. The value obtained for the total energy is -324.52147 hartree. The orbital gap is 0.277 hartree.

=====

(5)
ORCA calculation (ωB97M-V with the def2-TZVPD basis set) on the molecule C5H7NO at a distorted geometry.

CARTESIAN COORDINATES (ANGSTROEM)
O1 -2.87 -0.30 -0.07
C1 -2.02 0.57 -0.02
N1 -0.67 0.29 0.23
C2 0.31 1.26 0.03
C3 1.54 0.71 -0.15
C4 1.34 -0.80 -0.01
C5 -0.25 -1.03 0.01
H1 -2.21 1.72 -0.16
H2 0.07 2.32 0.24
H3 2.49 1.08 -0.25
H4 1.83 -1.49 -0.69
H5 1.76 -1.18 0.93
H6 -0.83 -1.45 -0.94
H7 -0.50 -1.69 0.85

Its multiplicity is 1. As for the SMILES: O=CN1C=CCC1. The calculation puts the LUMO energy at 0.965 eV. The calculation puts the energy above the lowest of the compared OMol25 structures with the same formula, charge and spin at 124.0 kJ/mol. The value obtained for the total energy is -324.67722 hartree. The orbital gap is 0.345 hartree.

=====

(6)
ORCA calculation (ωB97M-V with the def2-TZVPD basis set) on a cluster of 2 separate species, C5H7NO in total at a distorted geometry.

CARTESIAN COORDINATES (ANGSTROEM)
N1 -1.21 -1.59 1.03
C1 -0.94 -0.41 1.23
C2 -0.50 0.80 1.13
C3 0.29 1.91 1.62
O1 -0.99 2.08 0.95
H1 -0.84 -1.87 0.07
H2 0.29 2.15 2.68
H3 1.16 2.23 1.05
C4 0.14 -1.44 -1.74
C5 0.46 -0.16 -1.43
H4 0.86 -2.24 -1.62
H5 -0.77 -1.67 -2.29
H6 1.43 0.09 -1.03
H7 -0.19 0.66 -1.70

Its multiplicity is 1. As for the SMILES: N=C=C1CO1.C=C. The calculation puts the LUMO energy at 0.921 eV. The calculation puts the energy above the lowest of the compared OMol25 structures with the same formula, charge and spin at 465.5 kJ/mol. The value obtained for the total energy is -324.54718 hartree. The orbital gap is 0.352 hartree.